[1]
A single CH4ClP molecule in a non-equilibrium geometry, computed with ωB97M-V/def2-TZVPD.

ORCA input file:
```
! wB97M-V def2-TZVPD RIJCOSX def2/J DEFGRID3
* xyz 0 3
Cl -1.2726 1.0452 -1.8984
P -0.9010 -0.6379 -0.5023
C 0.3987 0.1380 0.6976
H -0.1746 0.9728 1.0121
H 0.1211 -1.3946 -1.2321
H 0.4519 -0.5579 1.5226
H 1.3765 0.4345 0.4005
*
```

Calculated values
Gap between HOMO and LUMO (alpha / beta) in eV: 6.7 / 7.3
M in g/mol: 82.47
Max |F| in eV/A: 4.52
HOMO level (alpha / beta) in eV: -5.910 / -10.713
LUMO energy (alpha / beta) in eV: 0.8 / -3.4
<S²>: 2.0052
E_tot in a.u.: -841.89045
Energy relative to the best compared isomer or geometry (same formula, charge and spin) in eV: 0.382

Let us look at the natural (NBO) charges, expressed in e, one per atom: -0.366, 0.538, -0.876, 0.222, 0.005, 0.230, 0.247



[2]
A single C4H7NO2 molecule, computed with ωB97M-V/def2-TZVPD.

ORCA input file:
```
! wB97M-V def2-TZVPD RIJCOSX def2/J DEFGRID3
* xyz 0 1
O 0.0855 1.5711 -0.1944
O 1.3003 1.6421 -2.0615
N -0.8942 -0.5102 -0.0489
C -1.9441 -1.3018 0.5605
C 2.1176 0.2019 -0.3146
C 1.1509 1.1362 -0.9906
C -0.8085 0.6915 0.3120
H 2.7813 -0.2356 -1.0613
H -2.5578 -0.7374 1.2800
H -1.4504 1.1947 1.0436
H -1.5054 -2.1617 1.0762
H 1.6048 -0.5870 0.2352
H 2.7195 0.7902 0.3875
H -2.5997 -1.6940 -0.2236
*
```

Calculated values
Gap between HOMO and LUMO in eV: 11.3
M in g/mol: 101.10
SMILES: C/N=C/OC(C)=O
Max |F| in eV/A: 0.59
HOMO level in eV: -10.366
LUMO energy in eV: 1.0
E_tot in a.u.: -361.83795
Energy relative to the best compared isomer or geometry (same formula, charge and spin) in eV: 1.168

These are the natural (NBO) partial charges, in e, on atoms 1 to 8: -0.525, -0.515, -0.486, -0.426, -0.738, 0.816, 0.405, 0.243



[3]
A molecular structure, C4H7NO2 in a non-equilibrium geometry, computed with ωB97M-V/def2-TZVPD.

ORCA input file:
```
! wB97M-V def2-TZVPD RIJCOSX def2/J DEFGRID3
* xyz 0 1
O -0.4107 -1.2674 1.4255
O -0.7203 0.0418 -1.5606
N 0.3160 1.7108 -0.2614
C -0.3793 -1.2234 -1.0816
C 1.1654 1.6726 0.6573
C -0.5732 0.6817 -0.3482
C 0.1447 -0.7706 0.2561
H -1.5507 1.1116 -0.0969
H 1.8895 2.4335 0.5080
H -1.3621 -1.0976 1.3945
H 0.3093 -1.6670 -1.7833
H -1.2680 -1.8432 -1.0639
H 1.2042 1.1865 1.6259
H 1.2353 -0.9693 0.3285
*
```

Calculated values
Gap between HOMO and LUMO in eV: 9.9
M in g/mol: 101.10
Max |F| in eV/A: 2.93
HOMO level in eV: -9.110
LUMO energy in eV: 0.8
E_tot in a.u.: -361.72389
Energy relative to the best compared isomer or geometry (same formula, charge and spin) in eV: 4.271

These are the natural (NBO) partial charges, in e, on atoms 1 to 8: -0.701, -0.524, -0.401, -0.108, -0.041, 0.203, 0.042, 0.176



[4]
A single C14H16N2O2S molecule in a non-equilibrium geometry, computed with ωB97M-V/def2-TZVPD.

ORCA input file:
```
! wB97M-V def2-TZVPD RIJCOSX def2/J DEFGRID3
* xyz 0 1
S 0.1229 1.6116 0.0144
O 0.1157 2.5438 -1.0808
O 0.5855 2.0624 1.2922
N 0.9967 0.2339 -0.4038
N -5.2946 -0.6686 0.7367
C -2.5091 1.2183 -0.7103
C -4.0580 -0.0984 0.5867
C 4.4243 1.0880 0.6726
C 4.9830 -0.1706 0.8175
C 0.5642 -0.4028 -1.6330
C -1.5158 0.9435 0.2120
C -3.7744 0.6997 -0.5277
C 2.9025 -1.1580 0.1388
C 2.3352 0.1070 -0.0012
C 4.2189 -1.2909 0.5400
C -1.7782 0.1653 1.3262
C -0.3017 -1.6417 -1.4115
C -3.0404 -0.3557 1.5144
C 3.1144 1.2314 0.2527
H -5.5354 -1.0259 1.6457
H 0.2358 -2.3906 -0.8366
H 5.0169 1.9684 0.8725
H -0.9833 -0.0104 2.0331
H -0.5670 -2.0698 -2.3753
H 1.4480 -0.6740 -2.2190
H 6.0084 -0.2783 1.1383
H 4.6466 -2.2779 0.6426
H -1.2138 -1.3904 -0.8784
H 2.3116 -2.0366 -0.0676
H 0.0005 0.3464 -2.1974
H -4.5576 0.9087 -1.2412
H 2.6842 2.2101 0.1186
H -3.2571 -0.9640 2.3801
H -2.2747 1.8470 -1.5547
H -6.0541 -0.2808 0.2033
*
```

Calculated values
Gap between HOMO and LUMO in eV: 9.0
M in g/mol: 276.36
SMILES: CCN(c1ccccc1)S(=O)(=O)c1ccc(N)cc1
Max |F| in eV/A: 1.11
HOMO level in eV: -8.283
LUMO energy in eV: 0.7
E_tot in a.u.: -1201.25551
Energy relative to the best compared isomer or geometry (same formula, charge and spin) in eV: 1.429

These are the natural (NBO) partial charges, in e, on atoms 1 to 8: 2.325, -0.946, -0.932, -0.719, -0.787, -0.096, 0.201, -0.193



[5]
2 unconnected molecules or ions with the total composition C9H16N2O2 in a non-equilibrium geometry, computed with ωB97M-V/def2-TZVPD.

ORCA input file:
```
! wB97M-V def2-TZVPD RIJCOSX def2/J DEFGRID3
* xyz 0 1
O -4.5159 -2.9998 1.3201
O -1.7225 0.6720 0.5955
N -3.1491 -1.2010 0.7612
N -0.8306 -1.3532 0.8532
C -3.4061 -2.5659 1.1918
C 2.4991 1.0613 -1.2708
C 3.7987 2.7968 0.1216
C 2.2302 3.3836 -1.7153
C -1.0111 -2.7872 0.9687
C 3.2122 2.4218 -1.2501
C 4.3508 2.3940 -2.2411
C -2.2018 -3.3371 1.1109
C -1.9117 -0.5310 0.7449
H 4.8336 3.3693 -2.5122
H 1.4731 1.3822 -0.8780
H 1.4636 3.6737 -1.0603
H 2.8687 4.2946 -2.0588
H 4.5366 3.5965 0.1348
H 4.1890 1.7940 0.6044
H -0.1469 -3.3527 0.8392
H 2.9348 3.1498 0.7685
H -2.2685 -4.3889 1.2188
H 5.1177 1.6816 -1.7983
H 1.8391 2.9122 -2.6960
H 4.0715 2.1181 -3.3505
H 2.9282 0.2761 -0.4631
H 0.0071 -0.9961 0.4298
H -4.0044 -0.7327 0.5648
H 2.5613 0.7061 -2.3320
*
```

Calculated values
Gap between HOMO and LUMO in eV: 10.2
M in g/mol: 184.24
SMILES: O=c1cc[nH]c(=O)[nH]1.CC(C)(C)C
Max |F| in eV/A: 4.95
HOMO level in eV: -9.865
LUMO energy in eV: 0.4
E_tot in a.u.: -612.50606
Energy relative to the best compared isomer or geometry (same formula, charge and spin) in eV: 2.169

These are the natural (NBO) partial charges, in e, on atoms 1 to 8: -0.551, -0.612, -0.661, -0.610, 0.654, -0.611, -0.601, -0.591



[6]
A single C5H10O molecule in a non-equilibrium geometry, computed with ωB97M-V/def2-TZVPD.

ORCA input file:
```
! wB97M-V def2-TZVPD RIJCOSX def2/J DEFGRID3
* xyz 0 1
O -0.1987 0.5114 -1.3259
C -2.1765 0.0603 0.0927
C 1.7308 -0.7529 -0.7225
C -1.0097 -0.4725 -0.6890
C 0.7033 0.8525 0.9852
C 0.5150 0.0387 -0.2478
H 1.1791 0.2703 1.7854
H 2.4165 -0.0247 -1.1748
H -2.6137 -0.7465 0.6889
H 1.4682 -1.4785 -1.5020
H -0.3717 -1.2479 -0.2246
H -1.8969 0.8860 0.7539
H -2.9631 0.4462 -0.5675
H -0.2351 1.2558 1.3615
H 1.3549 1.6861 0.7238
H 2.2660 -1.2695 0.0812
*
```

Calculated values
Gap between HOMO and LUMO in eV: 9.0
M in g/mol: 86.13
SMILES: C[C@H]1OC1(C)C
Max |F| in eV/A: 2.41
HOMO level in eV: -7.995
LUMO energy in eV: 1.0
E_tot in a.u.: -271.62025
Energy relative to the best compared isomer or geometry (same formula, charge and spin) in eV: 3.602

These are the natural (NBO) partial charges, in e, on atoms 1 to 8: -0.482, -0.659, -0.651, -0.062, -0.646, 0.271, 0.219, 0.230



[7]
A gas-phase ion, C5H6ClN6O2 (charge +1) in a non-equilibrium geometry, computed with ωB97M-V/def2-TZVPD.

ORCA input file:
```
! wB97M-V def2-TZVPD RIJCOSX def2/J DEFGRID3
* xyz 1 3
Cl -0.8551 3.1605 0.9280
O -0.1644 1.3968 -3.0299
O -0.8901 -0.5978 -2.3407
N -0.7493 -1.5402 0.0740
N 0.8393 0.1716 3.6163
N -0.3099 0.6568 -2.0583
N 0.2839 -0.0006 1.5019
N 1.0072 1.3631 3.0861
N 1.0164 1.8889 -0.4905
C 0.4201 -0.6498 2.7434
C 0.2821 0.7781 -0.8996
C 0.8150 2.4133 0.8251
C 0.7382 1.3023 1.8289
C -0.1131 -0.4670 0.3565
H 1.0250 2.6488 -1.1201
H -1.3975 -1.9269 0.7432
H 0.2869 -1.6701 2.9349
H 1.6934 2.9885 1.0103
H -1.4398 -0.3434 -3.0990
H -0.7331 -1.8134 -0.9351
*
```

Calculated values
Gap between HOMO and LUMO (alpha / beta) in eV: 6.5 / 6.5
M in g/mol: 217.60
Max |F| in eV/A: 8.72
HOMO level (alpha / beta) in eV: -10.974 / -13.801
LUMO energy (alpha / beta) in eV: -4.5 / -7.3
<S²>: 2.0102
E_tot in a.u.: -1132.81538

These are the natural (NBO) partial charges, in e, on atoms 1 to 8: -0.005, -0.226, -0.540, -0.757, -0.206, 0.216, -0.421, -0.203



Copy entry 3 word for word.
A molecular structure, C4H7NO2 in a non-equilibrium geometry, computed with ωB97M-V/def2-TZVPD.

ORCA input file:
```
! wB97M-V def2-TZVPD RIJCOSX def2/J DEFGRID3
* xyz 0 1
O -0.4107 -1.2674 1.4255
O -0.7203 0.0418 -1.5606
N 0.3160 1.7108 -0.2614
C -0.3793 -1.2234 -1.0816
C 1.1654 1.6726 0.6573
C -0.5732 0.6817 -0.3482
C 0.1447 -0.7706 0.2561
H -1.5507 1.1116 -0.0969
H 1.8895 2.4335 0.5080
H -1.3621 -1.0976 1.3945
H 0.3093 -1.6670 -1.7833
H -1.2680 -1.8432 -1.0639
H 1.2042 1.1865 1.6259
H 1.2353 -0.9693 0.3285
*
```

Calculated values
Gap between HOMO and LUMO in eV: 9.9
M in g/mol: 101.10
Max |F| in eV/A: 2.93
HOMO level in eV: -9.110
LUMO energy in eV: 0.8
E_tot in a.u.: -361.72389
Energy relative to the best compared isomer or geometry (same formula, charge and spin) in eV: 4.271

These are the natural (NBO) partial charges, in e, on atoms 1 to 8: -0.701, -0.524, -0.401, -0.108, -0.041, 0.203, 0.042, 0.176



What is the formula in the second record?
C4H7NO2



Copy entry 1 word for word.
A single CH4ClP molecule in a non-equilibrium geometry, computed with ωB97M-V/def2-TZVPD.

ORCA input file:
```
! wB97M-V def2-TZVPD RIJCOSX def2/J DEFGRID3
* xyz 0 3
Cl -1.2726 1.0452 -1.8984
P -0.9010 -0.6379 -0.5023
C 0.3987 0.1380 0.6976
H -0.1746 0.9728 1.0121
H 0.1211 -1.3946 -1.2321
H 0.4519 -0.5579 1.5226
H 1.3765 0.4345 0.4005
*
```

Calculated values
Gap between HOMO and LUMO (alpha / beta) in eV: 6.7 / 7.3
M in g/mol: 82.47
Max |F| in eV/A: 4.52
HOMO level (alpha / beta) in eV: -5.910 / -10.713
LUMO energy (alpha / beta) in eV: 0.8 / -3.4
<S²>: 2.0052
E_tot in a.u.: -841.89045
Energy relative to the best compared isomer or geometry (same formula, charge and spin) in eV: 0.382

Let us look at the natural (NBO) charges, expressed in e, one per atom: -0.366, 0.538, -0.876, 0.222, 0.005, 0.230, 0.247